# 1
17
Properties=species:S:1:pos:R:3:forces:R:3:nbo_charge:R:1 method="wB97M-V/def2-TZVPD" de_lowest_ev=4.421 spin_multiplicity=1 total_charge=+1 max_force_ev_per_a=4.68 e_homo_ev=-11.66 gap_ev=7.48
C -3.237032 1.481411 -0.257015 -0.49 0.89 -0.41 0.240
C -2.059310 -0.449912 0.763235 -0.07 1.24 -1.43 -0.108
C -0.047842 -0.838240 -0.450218 -0.11 -0.20 -0.36 0.147
C 0.327752 0.548780 -0.622503 -0.32 2.54 1.87 -0.594
C 3.061686 -0.103544 0.060301 -0.76 -2.29 4.01 -0.717
N -2.565239 0.582609 0.054911 0.33 -1.53 2.10 -0.253
N -1.050588 -1.253154 0.264289 0.45 -1.76 0.26 -0.436
S 1.516254 0.540518 0.825467 -0.07 0.10 -0.65 0.268
H -3.571367 2.526759 -0.354617 0.48 -0.95 -0.01 0.285
H -2.380049 -0.822429 1.690522 -1.27 0.50 0.91 0.234
H 0.669578 -1.489505 -0.921040 -0.24 -0.79 0.32 0.237
H 0.774107 0.883511 -1.516754 0.94 -0.43 -1.16 0.265
H -0.302292 1.451019 -0.391430 -0.12 -1.53 0.07 0.267
H 2.814202 -0.517689 -0.871450 0.33 -0.04 -1.49 0.222
H 3.749118 0.683190 0.216204 1.00 0.58 -0.82 0.249
H 3.370877 -0.999035 0.774656 -0.43 1.82 -1.60 0.242
H -1.069855 -2.224290 0.735439 0.36 1.85 -1.61 0.451


# 2
56
Properties=species:S:1:pos:R:3:forces:R:3:nbo_charge:R:1 method="wB97M-V/def2-TZVPD" de_lowest_ev=0.223 spin_multiplicity=1 smiles="CCOC(=O)c1[nH]c2ccc(Br)cc2c1NC(=O)CCN1CCCC(C)(C)C1" max_force_ev_per_a=0.91 e_homo_ev=-7.96 gap_ev=8.38
C 4.637114 2.781934 2.762910 -0.19 -0.29 -0.10 -0.645
C 4.597677 1.303281 2.405322 0.47 0.22 0.31 -0.070
O 3.276004 0.892144 2.057630 -0.35 -0.24 -0.04 -0.488
C 2.413397 0.734591 3.058547 0.17 -0.12 0.13 0.781
O 2.703111 0.760846 4.235887 -0.01 0.05 -0.10 -0.619
C 1.059728 0.415831 2.600107 -0.26 0.05 -0.58 0.013
N 0.189433 -0.134115 3.518784 0.33 0.09 0.29 -0.512
C -0.974473 -0.458419 2.910614 -0.18 0.02 -0.61 0.225
C -2.133696 -1.050879 3.406671 -0.02 -0.01 0.01 -0.242
C -3.171168 -1.273234 2.530859 0.01 -0.01 0.07 -0.234
C -3.054023 -0.909053 1.184583 -0.11 0.02 -0.37 -0.116
Br -4.528289 -1.255486 0.021353 0.13 0.03 0.11 0.034
C -1.925632 -0.318785 0.668029 -0.17 -0.07 0.12 -0.165
C -0.864779 -0.088666 1.544168 -0.01 -0.11 0.48 -0.138
C 0.432028 0.482286 1.370331 0.25 0.04 0.87 0.146
N 0.876004 1.009706 0.172723 -0.04 -0.37 -0.05 -0.648
C 1.586083 2.154188 -0.002966 -0.12 0.22 -0.37 0.697
O 1.946623 2.890652 0.886900 0.02 0.23 0.12 -0.614
C 1.826629 2.462665 -1.475879 0.13 -0.09 -0.01 -0.499
C 2.070098 1.239058 -2.370428 0.01 0.30 0.01 -0.219
N 0.885523 0.394416 -2.474142 0.04 -0.09 -0.16 -0.488
C -0.099161 0.843369 -3.445046 -0.04 0.13 -0.24 -0.215
C 0.254413 0.457934 -4.882997 -0.09 -0.12 0.18 -0.420
C 0.422893 -1.055647 -4.986127 0.18 0.17 0.09 -0.404
C 1.448900 -1.596704 -3.977870 -0.08 -0.18 0.03 -0.048
C 2.875703 -1.241724 -4.401803 -0.24 0.05 0.07 -0.616
C 1.338698 -3.123762 -3.918208 -0.01 0.31 0.05 -0.602
C 1.106103 -1.039485 -2.578887 0.03 -0.22 -0.17 -0.218
H 5.667363 3.120481 2.826680 0.13 0.04 0.03 0.209
H 4.106774 3.349099 2.002114 0.04 0.09 -0.05 0.238
H 4.147562 2.945168 3.719275 0.00 0.06 0.07 0.223
H 4.953479 0.692748 3.242991 -0.01 0.04 -0.21 0.194
H 5.193590 1.095524 1.513982 -0.08 -0.02 0.12 0.186
H 0.434563 -0.244131 4.489576 -0.01 0.01 -0.07 0.434
H -2.216731 -1.329961 4.445323 -0.04 -0.04 0.12 0.221
H -4.085128 -1.731767 2.875088 -0.05 -0.03 0.03 0.230
H -1.863527 -0.042009 -0.373038 -0.03 0.03 -0.12 0.216
H 0.542780 0.577400 -0.695610 0.11 0.08 0.03 0.440
H 0.956002 3.019957 -1.831539 0.02 0.06 -0.03 0.223
H 2.686304 3.131454 -1.535914 -0.08 0.01 0.06 0.236
H 2.878315 0.646416 -1.937125 0.01 -0.02 -0.08 0.210
H 2.407920 1.604905 -3.349804 0.05 -0.10 0.06 0.185
H -0.213325 1.925562 -3.358392 -0.08 -0.02 0.05 0.204
H -1.056160 0.379695 -3.180329 -0.05 0.08 -0.02 0.194
H 1.171355 0.964145 -5.189362 0.02 0.07 -0.05 0.196
H -0.542059 0.788587 -5.551343 0.03 0.07 -0.04 0.217
H 0.723599 -1.330949 -5.999130 -0.03 -0.10 -0.04 0.211
H -0.543548 -1.526134 -4.787195 -0.07 -0.07 -0.02 0.202
H 3.117504 -1.741471 -5.337920 0.05 -0.04 -0.11 0.212
H 3.588136 -1.571215 -3.648149 0.12 -0.03 0.08 0.209
H 3.006207 -0.174737 -4.549365 0.08 0.15 -0.02 0.205
H 2.056130 -3.530479 -3.208742 0.10 -0.11 0.09 0.208
H 0.341650 -3.431799 -3.610811 -0.12 -0.05 0.04 0.208
H 1.541381 -3.554907 -4.895922 0.04 -0.08 -0.11 0.211
H 1.886461 -1.322233 -1.867877 -0.02 -0.04 0.05 0.207
H 0.173180 -1.517818 -2.254595 0.03 -0.08 0.02 0.197